{"formula": "C34H39N10O4PSn", "method": "ωB97M-V/def2-TZVPD", "symbols": ["Sn", "O", "C", "O", "C", "C", "C", "N", "C", "C", "C", "O", "O", "H", "H", "H", "N", "P", "C", "C", "C", "C", "C", "C", "C", "C", "C", "C", "C", "C", "C", "C", "C", "C", "C", "N", "H", "H", "H", "H", "H", "H", "H", "H", "H", "H", "H", "H", "H", "H", "H", "C", "N", "C", "C", "N", "N", "C", "N", "N", "H", "H", "H", "H", "H", "H", "H", "H", "H", "H", "H", "N", "C", "N", "C", "C", "C", "C", "C", "H", "H", "H", "H", "H", "H", "H", "H", "H", "H"], "xyz": [[0.164, 0.172, -0.271], [7.322, -0.926, -0.497], [6.771, 0.106, -0.928], [7.210, 1.078, -1.565], [5.256, 0.168, -0.636], [4.660, -0.823, 0.137], [3.298, -0.794, 0.344], [2.526, 0.156, -0.194], [3.088, 1.125, -0.925], [4.449, 1.178, -1.152], [2.117, 2.121, -1.530], [2.518, 3.126, -2.063], [0.849, 1.773, -1.442], [5.290, -1.606, 0.538], [2.787, -1.551, 0.929], [4.889, 1.967, -1.745], [-0.319, 2.533, 3.212], [-1.125, 2.446, 1.676], [-1.354, 4.231, 1.380], [-0.944, 4.729, 0.145], [-1.125, 6.075, -0.159], [-1.704, 6.921, 0.773], [-2.106, 6.431, 2.013], [-1.936, 5.090, 2.314], [-2.830, 1.963, 2.149], [-3.803, 1.975, 1.147], [-5.118, 1.652, 1.440], [-5.472, 1.288, 2.736], [-4.506, 1.253, 3.730], [-3.188, 1.592, 3.438], [0.387, 1.421, 3.652], [1.358, 1.521, 4.654], [2.019, 0.375, 5.031], [1.704, -0.837, 4.419], [0.728, -0.828, 3.444], [0.074, 0.275, 3.063], [0.099, 3.425, 3.436], [-0.460, 4.068, -0.568], [-0.797, 6.460, -1.116], [-1.842, 7.970, 0.539], [-2.556, 7.096, 2.739], [-2.274, 4.702, 3.270], [-3.527, 2.254, 0.135], [-5.869, 1.678, 0.659], [-6.500, 1.040, 2.969], [-4.778, 0.969, 4.740], [-2.436, 1.572, 4.217], [1.589, 2.479, 5.103], [2.787, 0.421, 5.792], [2.211, -1.754, 4.685], [0.451, -1.740, 2.927], [-4.729, -3.221, -1.421], [-4.319, -2.132, -0.543], [-4.544, -2.404, 0.864], [-3.265, -1.292, -0.858], [-2.415, -0.782, -0.068], [-3.264, -0.923, -2.214], [-2.259, -0.295, -2.917], [-2.667, 0.101, -4.169], [-1.086, -0.095, -2.445], [-5.811, -3.345, -1.376], [-4.263, -4.166, -1.120], [-4.446, -3.038, -2.453], [-5.531, -2.851, 0.974], [-4.534, -1.478, 1.438], [-3.802, -3.097, 1.277], [-2.476, -1.160, 0.870], [-4.165, -0.936, -2.659], [-3.484, -0.296, -4.596], [-1.971, 0.466, -4.794], [-0.498, 0.389, -3.119], [0.952, -2.470, -0.905], [1.380, -3.095, -1.781], [2.003, -3.711, -2.770], [2.671, -2.889, -3.794], [4.195, -2.799, -3.539], [4.582, -3.537, -2.260], [4.097, -4.985, -2.318], [2.567, -5.053, -2.546], [2.209, -1.905, -3.774], [2.453, -3.337, -4.764], [4.502, -1.755, -3.475], [4.731, -3.240, -4.382], [4.151, -3.029, -1.393], [5.662, -3.506, -2.127], [4.357, -5.506, -1.397], [4.611, -5.501, -3.132], [2.057, -5.483, -1.687], [2.318, -5.663, -3.414]], "atomic_forces_ev_per_a": [[-0.2, -0.3, 0.4], [0.0, 0.1, -0.1], [0.2, 0.0, -0.1], [0.0, -0.1, 0.1], [-0.2, 0.0, 0.1], [-0.1, 0.0, 0.0], [0.0, 0.1, 0.0], [0.2, -0.1, -0.1], [0.0, -0.1, 0.0], [0.0, 0.0, -0.1], [0.0, -0.2, 0.0], [-0.1, 0.2, -0.1], [0.1, 0.2, -0.2], [0.0, 0.0, 0.0], [0.0, 0.0, 0.0], [0.0, 0.0, 0.0], [0.1, 0.0, -0.2], [-0.1, 0.0, 0.0], [0.0, 0.0, 0.0], [0.1, 0.0, 0.0], [0.0, 0.0, 0.0], [0.0, 0.0, 0.0], [0.0, 0.0, 0.0], [-0.1, 0.0, 0.0], [0.0, 0.1, 0.0], [0.0, 0.0, 0.0], [0.0, -0.1, 0.0], [0.0, 0.0, 0.0], [0.0, 0.0, 0.0], [0.0, -0.1, 0.0], [0.0, 0.1, -0.1], [0.0, 0.1, 0.0], [0.1, 0.0, 0.1], [0.0, 0.0, -0.1], [0.0, 0.0, 0.0], [-0.1, -0.1, 0.0], [-0.1, 0.0, 0.1], [0.0, 0.0, 0.0], [0.0, 0.0, 0.0], [0.0, 0.0, 0.0], [0.0, 0.0, 0.0], [0.0, 0.0, 0.0], [0.0, 0.0, 0.0], [0.0, 0.0, 0.0], [0.0, 0.0, 0.0], [0.0, 0.0, 0.0], [0.0, 0.0, 0.0], [0.0, 0.0, 0.0], [0.0, 0.0, 0.0], [0.0, 0.0, 0.0], [0.0, 0.0, 0.0], [0.1, -0.1, 0.0], [0.0, 0.1, -0.1], [0.0, 0.0, 0.0], [-0.1, 0.0, -0.2], [-0.3, 0.0, 0.1], [-0.1, -0.1, 0.0], [-0.1, 0.0, 0.0], [0.1, 0.1, 0.1], [0.3, 0.2, -0.1], [0.0, 0.0, 0.0], [0.0, 0.0, 0.0], [0.0, 0.0, 0.0], [0.0, 0.0, 0.0], [0.0, 0.0, 0.0], [0.0, 0.0, 0.0], [0.0, 0.0, 0.0], [0.0, 0.0, 0.1], [0.0, 0.0, 0.0], [0.0, 0.0, 0.0], [0.0, 0.0, 0.0], [-0.5, -0.3, -0.1], [0.9, 0.3, 0.0], [-0.4, -0.2, -0.1], [0.1, 0.0, 0.2], [-0.1, 0.0, 0.0], [0.0, -0.1, 0.0], [-0.1, 0.0, 0.0], [0.1, 0.2, 0.0], [0.0, 0.0, 0.0], [0.0, 0.0, 0.0], [0.0, 0.0, 0.0], [0.0, 0.0, 0.0], [0.0, 0.0, 0.0], [0.0, 0.0, 0.0], [0.0, 0.0, 0.0], [0.0, 0.0, 0.0], [0.0, 0.0, 0.0], [0.0, 0.0, 0.0]], "lowdin_charge": [1.238, -0.050, -0.695, -0.027, -0.083, -0.009, -0.147, -0.065, -0.193, 0.073, -0.582, 0.093, -0.297, 0.116, 0.096, 0.131, -0.121, 0.999, -0.369, -0.086, -0.073, -0.082, -0.082, -0.093, -0.368, -0.116, -0.095, -0.101, -0.086, -0.090, -0.413, -0.016, -0.068, -0.075, -0.156, 0.058, 0.101, 0.091, 0.108, 0.103, 0.103, 0.106, 0.106, 0.101, 0.100, 0.102, 0.095, 0.112, 0.111, 0.101, 0.105, -0.057, -0.166, -0.060, -0.433, 0.078, 0.132, -0.496, 0.149, 0.046, 0.089, 0.094, 0.075, 0.091, 0.080, 0.099, 0.048, 0.135, 0.096, 0.106, 0.060, 0.115, -0.267, -0.117, -0.117, -0.147, -0.187, -0.157, -0.125, 0.117, 0.116, 0.111, 0.111, 0.094, 0.124, 0.108, 0.109, 0.119, 0.116], "lumo_energy_ev": -0.3, "spin_multiplicity": 1}


{"formula": "C34H40BCl4GeN7V", "method": "ωB97M-V/def2-TZVPD", "symbols": ["V", "C", "C", "N", "N", "C", "B", "N", "C", "C", "C", "N", "N", "C", "C", "C", "N", "H", "H", "H", "H", "H", "H", "H", "H", "H", "H", "Cl", "Ge", "Cl", "Cl", "C", "C", "C", "C", "C", "C", "C", "C", "N", "C", "C", "C", "C", "C", "C", "C", "C", "C", "C", "H", "H", "H", "H", "H", "H", "H", "H", "H", "H", "H", "H", "H", "H", "H", "H", "H", "H", "H", "H", "H", "H", "H", "H", "Cl", "C", "C", "C", "C", "C", "C", "C", "H", "H", "H", "H", "H", "H"], "xyz": [[-0.851, 0.890, -1.302], [-4.266, -0.320, -3.791], [-3.067, -0.648, -3.157], [-2.491, 0.440, -2.654], [-3.298, 1.485, -2.956], [-4.367, 1.049, -3.634], [-2.930, 2.926, -2.492], [-2.964, 2.986, -0.959], [-3.703, 3.757, -0.142], [-3.350, 3.472, 1.159], [-2.373, 2.476, 1.046], [-2.142, 2.196, -0.231], [-1.496, 3.248, -2.976], [-1.112, 4.187, -3.853], [0.247, 4.076, -4.055], [0.627, 3.008, -3.239], [-0.423, 2.512, -2.589], [-4.949, -0.976, -4.301], [-2.585, -1.608, -3.059], [-5.116, 1.746, -3.973], [-3.704, 3.715, -2.958], [-4.419, 4.450, -0.551], [-3.743, 3.906, 2.061], [-1.838, 1.946, 1.818], [-1.840, 4.860, -4.274], [0.871, 4.675, -4.693], [1.600, 2.567, -3.097], [0.483, -0.409, -3.072], [0.958, -2.482, -2.603], [-0.120, -3.670, -4.014], [3.015, -2.664, -3.104], [-4.142, -1.596, 0.506], [-2.903, -1.171, 1.245], [-2.845, -1.178, 2.635], [-1.692, -0.756, 3.288], [-1.610, -0.803, 4.792], [-0.605, -0.280, 2.563], [-0.628, -0.237, 1.157], [-1.790, -0.750, 0.541], [0.298, 0.307, 0.282], [1.638, 0.707, 0.717], [2.425, 1.104, -0.539], [3.841, 1.577, -0.207], [4.598, 0.445, 0.491], [3.844, 0.048, 1.762], [3.749, 1.256, 2.700], [3.017, 2.404, 1.996], [3.772, 2.791, 0.723], [1.601, 1.952, 1.627], [2.435, -0.426, 1.391], [-4.824, -2.145, 1.154], [-3.896, -2.229, -0.349], [-4.674, -0.726, 0.114], [-3.694, -1.531, 3.210], [-2.571, -1.068, 5.232], [-1.304, 0.162, 5.200], [-0.876, -1.542, 5.120], [0.249, 0.081, 3.115], [-1.819, -0.859, -0.551], [1.875, 1.898, -1.056], [2.468, 0.249, -1.220], [4.354, 1.848, -1.134], [5.615, 0.766, 0.736], [4.681, -0.417, -0.179], [4.374, -0.766, 2.266], [4.752, 1.577, 2.997], [3.216, 0.978, 3.615], [2.958, 3.267, 2.666], [4.782, 3.133, 0.970], [3.261, 3.620, 0.223], [1.073, 2.747, 1.089], [1.028, 1.758, 2.536], [1.930, -0.802, 2.280], [2.503, -1.268, 0.695], [2.733, -7.743, 1.948], [2.081, -6.340, 1.150], [2.944, -5.380, 0.648], [2.421, -4.268, 0.008], [1.045, -4.107, -0.140], [0.449, -2.890, -0.793], [0.203, -5.085, 0.379], [0.711, -6.201, 1.025], [4.012, -5.503, 0.760], [3.105, -3.521, -0.374], [0.636, -1.967, -0.235], [-0.638, -2.985, -0.850], [-0.871, -4.970, 0.287], [0.052, -6.957, 1.429]], "atomic_forces_ev_per_a": [[-0.2, -0.5, 0.7], [0.0, 0.0, 0.0], [0.1, 0.0, 0.0], [-0.1, 0.1, 0.0], [0.2, 0.0, 0.1], [-0.1, 0.1, -0.1], [-0.1, 0.0, -0.1], [0.1, -0.1, 0.0], [0.0, 0.1, 0.0], [0.0, -0.1, 0.0], [0.1, 0.0, 0.0], [-0.3, 0.1, 0.0], [0.1, -0.1, 0.1], [-0.1, 0.0, -0.1], [0.0, 0.0, 0.1], [0.0, -0.1, 0.0], [0.0, 0.3, -0.3], [0.0, 0.0, 0.0], [0.0, 0.0, 0.0], [0.0, 0.0, 0.0], [0.0, 0.0, 0.0], [0.0, 0.0, 0.0], [0.0, 0.0, 0.0], [0.0, 0.0, 0.0], [0.0, 0.0, 0.0], [0.0, 0.0, 0.0], [0.0, 0.0, 0.0], [0.1, -0.2, -0.2], [-0.1, 0.1, -0.1], [-0.1, 0.0, -0.1], [0.2, 0.0, 0.0], [0.0, 0.0, 0.0], [0.0, 0.0, 0.0], [0.0, 0.0, 0.0], [0.0, 0.0, 0.0], [0.0, 0.0, 0.0], [0.0, 0.0, 0.0], [0.2, 0.1, -0.2], [-0.1, 0.1, 0.0], [0.0, -0.1, 0.0], [-0.1, 0.1, 0.0], [0.0, 0.0, 0.0], [0.0, 0.0, 0.0], [0.0, 0.0, 0.0], [0.0, 0.0, 0.0], [0.0, 0.0, 0.0], [0.0, 0.0, 0.0], [0.0, 0.0, 0.0], [0.0, 0.0, 0.0], [0.0, 0.0, 0.0], [0.0, 0.0, 0.0], [0.0, 0.0, 0.0], [0.0, 0.0, 0.0], [0.0, 0.0, 0.0], [0.0, 0.0, 0.0], [0.0, 0.0, 0.0], [0.0, 0.0, 0.0], [0.0, 0.0, 0.0], [0.1, 0.0, 0.0], [0.0, 0.0, 0.0], [0.0, 0.0, 0.0], [0.0, 0.0, 0.0], [0.0, 0.0, 0.0], [0.0, 0.0, 0.0], [0.0, 0.0, 0.0], [0.0, 0.0, 0.0], [0.0, 0.0, 0.0], [0.0, 0.0, 0.0], [0.0, 0.0, 0.0], [0.0, 0.0, 0.0], [0.0, 0.0, 0.0], [0.0, 0.0, 0.0], [-0.1, 0.0, 0.0], [0.0, 0.0, 0.0], [0.0, 0.0, 0.0], [0.0, -0.1, 0.0], [0.0, 0.0, 0.0], [0.0, 0.0, 0.0], [0.0, 0.0, -0.1], [-0.2, 0.1, 0.2], [0.0, 0.0, 0.0], [0.0, 0.0, 0.0], [0.0, 0.0, 0.0], [0.0, 0.0, 0.0], [0.1, 0.0, 0.0], [0.0, 0.0, 0.0], [0.0, 0.0, 0.0], [0.0, 0.0, 0.0]], "lowdin_charge": [0.583, -0.047, -0.148, -0.051, -0.014, -0.069, -0.494, -0.022, -0.073, -0.047, -0.108, -0.008, -0.018, -0.071, -0.048, -0.151, -0.056, 0.095, 0.095, 0.123, 0.121, 0.120, 0.093, 0.107, 0.122, 0.095, 0.099, 0.361, -0.119, 0.195, 0.224, -0.037, -0.267, -0.026, -0.272, -0.050, -0.015, -0.324, -0.081, -0.066, -0.449, -0.114, -0.279, -0.118, -0.281, -0.115, -0.284, -0.119, -0.077, -0.075, 0.075, 0.073, 0.084, 0.109, 0.072, 0.079, 0.082, 0.094, 0.069, 0.091, 0.086, 0.139, 0.120, 0.117, 0.139, 0.119, 0.120, 0.138, 0.119, 0.120, 0.127, 0.105, 0.112, 0.106, 0.659, -0.668, -0.095, -0.061, -0.281, -0.287, -0.030, -0.097, 0.108, 0.080, 0.045, 0.069, 0.118, 0.107], "lumo_energy_ev": [0.3, 0.3], "spin_multiplicity": 2}